## P
Formula: C2H6N2O2
Source: the Open Molecules 2025 dataset
Level of theory: wB97M-V/def2-TZVPD

Properties
Orbital gap (spin up / spin down) (eV): 7.876 / 9.527
LUMO energy (spin up / spin down) (eV): -0.93 / -0.47
HOMO level (spin up / spin down) (eV): -8.80 / -9.99

Bonds (Å) are listed after each position.
Positions of all 12 atoms, in Å:
1 C 0.7304 1.3157 -1.5889  N3 1.429, H7 0.990, H8 1.039, H9 1.025
2 C -0.4092 -1.8117 1.2104  O6 1.330, H10 1.119, H11 1.197, H12 1.075
3 N 0.0159 1.7856 -0.4436  C1 1.429, N4 1.196
4 N -0.3913 1.0290 0.3881  N3 1.196, O5 1.156
5 O -0.8975 1.0061 1.4269  N4 1.156
6 O 0.1211 -1.1926 0.1591  C2 1.330
7 H 1.5011 1.9329 -1.6619  C1 0.990
8 H 0.2184 1.2850 -2.4925  C1 1.039
9 H 1.0004 0.3265 -1.5830  C1 1.025
10 H -1.0968 -2.5573 0.7387  C2 1.119
11 H -1.0144 -0.9836 1.8278  C2 1.197
12 H 0.2218 -2.1356 2.0188  C2 1.075


## Q
Formula: C2H6N2O2
Source: the Open Molecules 2025 dataset
Level of theory: wB97M-V/def2-TZVPD

Properties
SMILES: [H]/N=C/N.O=CO
Orbital gap (eV): 10.666
LUMO energy (eV): 0.76
HOMO level (eV): -9.91

Bonds (Å) are listed after each position.
Positions of all 12 atoms, in Å:
1 H -0.1541 0.9788 2.0831  N2 1.004
2 N -0.1512 1.0662 1.0825  H1 1.004, C3 1.265
3 C -1.2000 0.6853 0.4864  N2 1.265, N4 1.356, H5 1.112
4 N -1.5806 0.8798 -0.8001  C3 1.356, H6 1.006, H7 1.000
5 H -1.8570 -0.0435 1.0089  C3 1.112
6 H -0.9575 1.4437 -1.3533  N4 1.006
7 H -2.4953 0.6243 -1.1127  N4 1.000
8 O 1.3825 -2.5516 -0.5272  C9 1.199
9 C 1.8341 -1.4860 -0.2141  O8 1.199, O10 1.342, H11 1.109
10 O 1.7634 -0.3854 -0.9786  C9 1.342, H12 0.969
11 H 2.2588 -1.3950 0.8065  C9 1.109
12 H 1.1568 0.1834 -0.4814  O10 0.969


Of them, the most stable is Q and the least stable is P.


## P
Formula: C2H6N2O2
Source: the Open Molecules 2025 dataset
Level of theory: wB97M-V/def2-TZVPD

Properties
SMILES: CO/N=C\NO
Orbital gap (eV): 9.659
LUMO energy (eV): 0.79
HOMO level (eV): -8.87

Bonds (Å) are listed after each position.
Positions of all 12 atoms, in Å:
1 C -2.4024 -0.4414 0.1730  O2 1.489, H7 1.328, H8 1.158, H9 1.018
2 O -1.0181 -0.2262 -0.3304  C1 1.489, N3 1.369
3 N -0.6024 0.9964 0.1250  O2 1.369, C4 1.227
4 C 0.6124 0.9359 -0.0402  N3 1.227, N5 1.454, H10 0.981
5 N 1.1364 -0.3918 -0.3171  C4 1.454, O6 1.403, H11 0.944
6 O 2.3660 -0.5160 0.3478  N5 1.403, H12 1.122
7 H -3.4843 0.2132 -0.2338  C1 1.328
8 H -2.5544 -1.5833 0.0539  C1 1.158
9 H -2.4624 -0.4489 1.1892  C1 1.018
10 H 1.0993 1.7807 0.0664  C4 0.981
11 H 0.5375 -1.1189 -0.2573  N5 0.944
12 H 3.0830 -0.1044 -0.4108  O6 1.122


## Q
Formula: C2H6N2O2
Source: the Open Molecules 2025 dataset
Level of theory: wB97M-V/def2-TZVPD

Properties
SMILES: NC=O.NC=O
Orbital gap (eV): 11.050
LUMO energy (eV): 0.97
HOMO level (eV): -10.08

Bonds (Å) are listed after each position.
Positions of all 12 atoms, in Å:
1 N 1.4360 -4.2842 -1.1317  C2 1.390, H4 1.024, H5 0.994
2 C 0.3954 -5.1311 -0.7683  N1 1.390, O3 1.201, H6 1.101
3 O -0.5211 -4.7594 -0.0862  C2 1.201
4 H 2.2925 -4.6864 -1.5232  N1 1.024
5 H 1.6940 -3.6061 -0.4517  N1 0.994
6 H 0.5177 -6.1317 -1.2105  C2 1.101
7 N -1.1930 5.0370 1.5259  C8 1.351, H10 1.000, H11 1.007
8 C -0.1656 4.5544 0.7932  N7 1.351, O9 1.201, H12 1.095
9 O -0.1372 4.5473 -0.4072  C8 1.201
10 H -2.0943 5.3232 1.2004  N7 1.000
11 H -1.1234 5.1907 2.5192  N7 1.007
12 H 0.6775 4.1891 1.3890  C8 1.095


Of them, the most stable is Q and the least stable is P.